{"formula": "C34H44BF5GeN6O8Sn", "method": "wB97M-V/def2-TZVPD", "species": ["Sn", "Ge", "F", "F", "F", "F", "F", "O", "O", "O", "O", "O", "O", "O", "O", "N", "N", "N", "N", "N", "N", "C", "C", "C", "C", "C", "C", "C", "C", "C", "C", "C", "C", "C", "C", "C", "C", "C", "C", "C", "C", "C", "C", "C", "C", "C", "C", "C", "C", "C", "C", "C", "C", "C", "C", "B", "H", "H", "H", "H", "H", "H", "H", "H", "H", "H", "H", "H", "H", "H", "H", "H", "H", "H", "H", "H", "H", "H", "H", "H", "H", "H", "H", "H", "H", "H", "H", "H", "H", "H", "H", "H", "H", "H", "H", "H", "H", "H", "H", "H"], "coordinates": [[-1.5072, 0.2969, -0.8795], [0.9565, 2.9807, -3.0872], [-3.8527, -0.0365, 2.8257], [-3.0784, -1.0526, 0.9169], [-5.2128, -1.4975, 1.6778], [1.2649, -0.7910, 5.2377], [-3.3917, -2.3024, 2.8333], [-1.0351, 2.1218, 1.1737], [-1.8289, 3.0907, -2.7724], [-1.9034, 3.4443, 2.7334], [1.8685, -2.1080, -3.0123], [0.5521, -0.1558, 0.3977], [-5.6331, 1.4459, -2.7935], [0.0276, -1.1314, -2.1991], [-3.6003, 0.5677, -2.4213], [3.1130, -3.0093, 5.5232], [5.3016, -3.0527, 8.0619], [-3.3596, 3.6454, -4.2584], [-3.4249, 2.0184, -0.1383], [2.9581, -3.4411, 0.7231], [-2.0774, 1.7267, -4.6677], [4.8198, -4.8826, 5.3977], [1.1483, -1.7106, -2.0850], [-1.3899, 0.5120, -4.2206], [3.3026, -2.1584, 6.7058], [-5.7804, 2.3252, -0.1235], [2.4905, -3.0201, -0.4813], [3.0521, -3.1632, 3.1331], [-4.4745, 3.1003, 1.7153], [2.6774, -2.5246, 4.3238], [1.7665, 4.5907, -2.2295], [2.5831, -2.7692, 1.8816], [-3.3544, 2.6171, 1.0519], [3.6896, -5.7514, -0.0499], [1.7221, -1.6698, 1.7624], [3.4840, -5.8216, 1.4330], [0.5770, 3.5893, -4.9552], [-4.6060, 1.8739, -0.7157], [-3.8469, 4.6671, -3.3426], [4.7625, -2.0055, 7.2597], [-4.6239, 1.2293, -2.1016], [-0.6735, 2.4479, -2.0940], [1.3216, -1.0263, 2.9434], [3.3717, -4.4435, 5.6149], [-2.8665, 1.4439, -5.8636], [-2.0016, 2.6815, 1.6275], [1.2268, -1.2006, 0.4748], [1.7738, -1.4361, 4.1596], [-3.4317, 2.7072, -6.4731], [-4.2405, 3.3819, -5.3890], [-2.4338, 2.7323, -3.8486], [-5.7121, 2.9276, 1.1209], [2.2841, 1.5194, -3.1160], [3.8891, -4.5283, 0.7903], [1.6396, -1.9855, -0.6654], [-3.8949, -1.2342, 2.0843], [-3.6802, 0.7585, -5.6013], [2.0675, 4.3491, -1.2086], [-0.6193, 3.0500, -1.1813], [3.0668, -4.7571, 6.6182], [-3.5808, 5.6600, -3.7166], [4.5705, -6.2131, -0.4746], [4.2152, -6.3362, 2.0417], [-2.1145, -0.2397, -3.9019], [3.0396, 1.6354, -3.8933], [-5.0651, 2.7472, -5.0546], [5.4050, -4.5136, 6.2582], [1.0213, 5.3871, -2.1757], [1.4333, 4.1442, -5.3418], [3.7426, -3.9874, 3.2042], [-4.9315, 4.5844, -3.2600], [-2.6171, 3.3636, -6.7917], [-0.7447, 0.6956, -3.3730], [0.3826, 2.7448, -5.6174], [2.6814, -2.5320, 7.5298], [2.7096, -4.9325, 4.8926], [-4.3625, 3.5527, 2.6896], [4.6905, -3.1752, 8.8725], [5.4120, -1.8432, 6.3830], [-6.6138, 3.2513, 1.6240], [4.7205, -1.0221, 7.7966], [2.9648, -1.1596, 6.4491], [2.6362, 4.9668, -2.7703], [-2.2014, 0.9379, -6.5652], [4.8697, -5.9765, 5.3468], [-4.0498, 2.4706, -7.3392], [-4.6353, 4.3427, -5.7248], [0.5930, -0.2301, 2.8695], [2.4685, -5.9031, 1.7954], [5.2283, -4.4672, 4.4709], [-6.7175, 2.1656, -0.6367], [-0.2950, 4.2469, -4.9787], [2.7856, 1.4672, -2.1486], [2.8491, -3.5592, -1.3475], [4.9141, -4.2105, 0.9558], [2.8170, -5.8000, -0.6866], [1.7723, 0.5654, -3.2581], [-3.4215, 4.5318, -2.3551], [-0.9985, 3.3362, 3.0552], [-0.7968, 0.1278, -5.0503]], "atomic_forces_ev_per_a": [[0.5903, -0.1161, -0.2390], [0.5145, -0.0062, -0.1945], [0.0012, 0.1508, 0.0633], [-0.2000, -0.0487, 0.2440], [0.0081, 0.0624, 0.0233], [0.0217, -0.1186, 0.0846], [-0.0527, 0.1286, -0.0095], [-0.0747, -0.0304, -0.1721], [-0.4867, -0.1463, -0.0665], [-0.3220, 0.0342, 0.0100], [-0.1140, 0.0320, 0.0054], [-0.1224, 0.1793, 0.1330], [0.0800, 0.1283, -0.0155], [-0.2035, 0.2513, -0.1083], [0.0053, 0.3158, 0.0152], [-0.0745, 0.0650, 0.0167], [0.0163, -0.4139, -0.3113], [-0.1997, -0.2788, 0.2762], [0.1600, 0.1200, 0.2917], [-0.1442, -0.0723, -0.1884], [-0.2994, -0.0801, 0.3267], [0.0805, 0.2732, 0.2431], [0.3527, -0.2190, 0.1275], [0.1756, -0.1911, 0.1572], [0.2766, 0.1339, 0.1571], [-0.0707, 0.0015, 0.2744], [0.1366, -0.0609, 0.0374], [0.0312, -0.1188, -0.0225], [0.3671, -0.0947, 0.1421], [0.0899, -0.0150, -0.0344], [-0.2444, -0.2697, 0.0448], [-0.2373, 0.1808, 0.0550], [-0.8563, 0.0107, -0.2515], [-0.0245, -0.0213, -0.1766], [-0.0374, 0.0085, -0.0565], [-0.0399, -0.1025, 0.0889], [-0.1351, -0.2317, 0.2914], [0.0064, 0.0465, -0.2256], [0.0843, -0.0125, 0.0463], [-0.1376, -0.3246, 0.2769], [-0.1142, -0.1185, -0.2407], [0.2712, -0.3584, 0.4096], [0.1003, -0.1049, 0.0110], [0.1206, 0.0116, 0.1053], [-0.1066, 0.0944, -0.1724], [0.7093, 0.0192, 0.3644], [0.2693, -0.1431, -0.0304], [-0.0959, 0.2497, -0.1549], [0.0125, -0.0254, 0.1469], [0.1799, -0.0019, -0.0028], [0.4679, 0.3668, -0.5672], [-0.0797, -0.0504, -0.2561], [-0.3521, 0.1198, 0.1102], [0.2168, -0.0718, 0.1209], [-0.3829, 0.2560, -0.1590], [0.1064, -0.1307, -0.2128], [0.0598, -0.0479, 0.0289], [0.0293, 0.0053, -0.0031], [-0.1424, 0.0513, -0.0472], [0.0549, 0.0500, -0.0199], [-0.0506, -0.0060, 0.0340], [0.0252, 0.0479, 0.0115], [0.0363, 0.0459, -0.0006], [-0.0447, 0.0913, -0.1986], [-0.0252, 0.0942, -0.0268], [-0.1472, -0.0143, -0.0300], [-0.0668, -0.0738, -0.1505], [-0.0024, 0.0152, -0.0225], [0.0479, -0.0131, 0.0719], [-0.0404, 0.0828, -0.0457], [-0.0205, -0.0256, -0.0222], [-0.0382, 0.0071, -0.0366], [0.1092, 0.0819, -0.3006], [0.0082, -0.0123, 0.0115], [-0.0295, -0.0383, -0.0546], [-0.0286, -0.0230, 0.0636], [-0.0287, -0.0058, -0.0022], [-0.0064, 0.1295, 0.0181], [-0.0162, 0.0738, -0.0154], [0.0078, 0.0200, 0.0172], [-0.0899, 0.1339, -0.2198], [-0.1134, -0.0028, -0.0508], [0.0117, -0.0788, -0.0529], [0.0036, -0.0300, 0.0539], [0.0218, 0.0532, 0.0244], [-0.0195, -0.0374, 0.0194], [0.0031, -0.0108, 0.0432], [0.0338, 0.0490, 0.0494], [-0.0252, 0.1078, -0.0401], [0.0206, -0.0785, 0.0711], [0.0413, 0.0033, -0.0553], [0.0018, 0.0195, 0.0090], [0.0113, 0.0147, 0.0197], [-0.0230, -0.0112, 0.0023], [-0.0027, -0.0320, 0.0150], [-0.0383, 0.0544, 0.0558], [0.0539, 0.0263, -0.0760], [0.0308, 0.0136, 0.0051], [0.0909, -0.0449, -0.0009], [0.0520, 0.0524, 0.0154]], "lowdin_charge": [1.59, 0.84, 0.09, -0.03, 0.08, 0.04, 0.10, 0.05, -0.10, 0.12, -0.02, -0.13, -0.01, -0.18, -0.13, -0.07, -0.20, -0.06, 0.13, 0.00, -0.03, -0.11, -0.64, -0.07, -0.17, 0.02, 0.02, 0.05, 0.01, -0.15, -0.23, -0.13, -0.19, -0.10, -0.07, -0.10, -0.21, -0.17, -0.02, -0.49, -0.62, -0.35, 0.08, -0.22, -0.15, -0.45, -0.30, -0.18, -0.15, -0.16, -0.36, -0.03, -0.19, -0.27, -0.03, -1.24, 0.14, 0.01, 0.01, 0.11, 0.09, 0.10, 0.10, 0.09, 0.01, 0.12, 0.03, 0.01, 0.01, 0.08, 0.09, 0.12, -0.01, 0.01, 0.11, 0.11, 0.12, -0.10, 0.08, 0.11, 0.06, 0.09, 0.00, 0.12, 0.06, 0.12, 0.12, 0.13, 0.12, 0.05, 0.12, 0.01, 0.02, 0.14, 0.15, 0.10, 0.00, 0.09, 0.13, 0.10], "charge": -2, "e_homo_ev": -0.5386, "orbital_gap_ev": 4.0}

{"formula": "C34H44BN7O5S3Tl", "method": "wB97M-V/def2-TZVPD", "species": ["Tl", "S", "S", "S", "O", "O", "O", "O", "O", "N", "N", "N", "N", "N", "N", "N", "C", "C", "C", "C", "C", "C", "C", "C", "C", "C", "C", "C", "C", "C", "C", "C", "C", "C", "C", "C", "C", "C", "C", "C", "C", "C", "C", "C", "C", "C", "C", "C", "C", "C", "B", "H", "H", "H", "H", "H", "H", "H", "H", "H", "H", "H", "H", "H", "H", "H", "H", "H", "H", "H", "H", "H", "H", "H", "H", "H", "H", "H", "H", "H", "H", "H", "H", "H", "H", "H", "H", "H", "H", "H", "H", "H", "H", "H", "H"], "coordinates": [[-0.7401, 3.7887, 3.2639], [0.1943, 3.3247, -0.5590], [-2.2224, 0.5293, 1.6676], [1.5985, 0.4886, 2.8845], [-1.7868, 1.7997, 6.8654], [-1.3107, 3.7093, 5.8477], [-2.6890, 5.6554, 2.6843], [-1.1751, 1.7593, 4.7393], [-2.9677, 3.4644, 3.0539], [-0.1673, -0.3888, -1.9180], [0.5659, -1.9946, 0.3710], [0.0762, 0.7687, -1.2443], [-0.1489, -0.8685, 0.6726], [-1.4254, 2.4743, 5.8380], [2.8215, 0.6656, -0.8006], [2.0682, 0.4699, 0.3055], [-0.9358, 1.0210, -3.6096], [-2.2286, -1.2955, -4.8598], [1.9351, -4.2286, -0.4519], [4.0898, 0.3788, -0.6662], [-7.0118, 3.4507, 2.6508], [-0.6943, -2.9914, 2.1110], [-5.6404, 3.5021, 2.9482], [-0.7126, 2.1416, -2.9445], [1.5558, -4.9811, 1.9071], [-5.6739, 5.8275, 2.4068], [-1.4526, -1.9160, 2.4182], [-1.2754, -0.8102, 1.4784], [4.3079, -1.1584, 2.8515], [5.4796, -0.5664, -2.5210], [-7.7288, 4.6026, 2.3355], [-0.2311, 2.0301, -1.5782], [2.5142, 0.0771, 1.5690], [-0.8163, -0.2883, -2.9903], [-1.6888, -2.5541, -2.7191], [-0.3249, -5.2564, 0.2468], [0.0904, -1.9234, -4.4161], [4.9490, 0.7384, -1.8575], [6.2199, 1.5970, -1.5182], [-2.1805, -1.8121, 3.7344], [0.8886, -4.3740, 0.6130], [4.5249, -0.4574, 0.3994], [-4.9332, 4.6760, 2.7896], [-1.1993, -1.5290, -3.7131], [0.2240, -3.0303, 1.0521], [-3.3933, 4.6293, 2.8469], [-1.0480, 3.5191, -3.5011], [4.0313, 1.5892, -2.7799], [-7.0003, 5.7726, 2.1660], [3.8240, -0.5394, 1.5572], [0.5683, 0.3086, 0.0362], [-2.5467, -2.2570, -5.1997], [0.7932, -5.1353, 2.6559], [2.0518, -6.0721, 1.7359], [-7.5099, 2.5052, 2.8171], [1.3718, -3.8852, -1.3228], [-1.8334, -3.4325, -3.3102], [0.0577, -2.8892, -4.9510], [-0.1423, 4.1757, -3.6400], [-1.8265, -2.6194, 4.4392], [-3.1337, -0.7440, -4.5774], [-1.0105, -5.5074, 1.0507], [6.8691, 0.9258, -0.9314], [4.5801, 1.9248, -3.7414], [3.4596, -1.5452, 3.4319], [-2.5532, -2.3697, -2.1391], [3.7373, 2.5290, -2.2779], [0.3576, -1.1454, -5.1243], [-5.1690, 2.5737, 3.2277], [-1.8108, -0.6876, -5.6792], [-1.1530, 1.1733, -4.6549], [-2.0360, -0.8023, 4.2003], [-7.4888, 6.6850, 1.7228], [-0.9363, -4.7072, -0.4907], [2.4091, -4.3004, 2.1941], [6.0787, -0.2858, -3.4595], [4.5874, -1.1257, -2.8696], [2.4794, -5.1100, -0.6934], [-0.8584, -3.9366, 2.6755], [3.1083, 1.1598, -3.0559], [6.6980, 1.8689, -2.4543], [2.5897, -3.3848, -0.1893], [5.9306, 2.5278, -0.9001], [-5.1732, 6.8083, 2.2022], [-0.9024, -2.6790, -1.9506], [-1.7506, 3.4611, -4.4078], [-1.4701, 4.1011, -2.6739], [4.7496, -0.3753, 3.4281], [-3.2831, -1.9915, 3.6123], [6.1225, -1.2515, -1.8951], [5.0798, -1.9431, 2.6669], [5.5856, -0.7227, 0.4043], [0.0108, -6.2079, -0.2144], [0.9559, -1.8569, -3.6866], [-8.8002, 4.7553, 2.3621]], "atomic_forces_ev_per_a": [[1.3973, 0.0983, -0.3061], [-0.6022, -1.2463, -0.7267], [0.3775, 0.2485, -0.7805], [0.1661, -0.3713, -0.3352], [0.7897, 1.9950, -1.9915], [-0.0546, -0.7041, -0.1582], [-0.9628, -0.6994, 0.1318], [-0.3334, 2.0480, 2.1338], [-0.2360, -0.4568, 0.0038], [-0.5705, 0.2514, 1.3634], [-0.5196, 0.3962, 0.7341], [-0.0332, -0.5406, 0.4724], [0.2068, 0.7719, 0.0718], [-0.4897, -3.7015, 0.4248], [0.5977, 0.2780, 1.3439], [-2.4757, -1.0945, 0.0839], [-0.4541, -0.8236, -0.6898], [0.0191, 1.1910, 0.6728], [-1.1983, 1.9375, -0.4988], [-0.9521, -0.6374, -0.9000], [-0.4108, 0.3083, 0.9459], [-1.3540, -1.5318, 1.2328], [-0.8700, -0.2369, -0.7400], [-0.2717, 2.0856, 0.7426], [1.7622, -1.4435, -1.2818], [2.6652, 0.5963, -0.2435], [1.3098, -0.2916, -0.2618], [0.0922, 0.8582, 1.1502], [0.0646, -0.8468, -1.0461], [-0.0303, 0.0604, -1.4421], [0.5105, 0.1315, 0.3599], [1.0135, 1.5149, 0.0665], [0.1328, 0.8599, -0.3029], [-0.2168, 1.7868, -2.3831], [1.8620, -0.4847, 0.1477], [0.3388, -0.2623, -1.5128], [1.7059, -0.3926, 0.7116], [0.4610, 0.4950, -0.5491], [-1.5010, 0.0913, 1.5528], [-0.8390, -0.2979, 0.3713], [-0.7103, -0.8397, 2.9874], [1.3414, 1.1521, 1.0981], [-0.0286, 1.0708, -0.4657], [-0.6220, 0.6330, -0.9915], [1.6150, -1.1827, -1.5660], [-0.6261, 1.0786, 0.0608], [0.3550, 0.2925, -0.1947], [2.1625, 1.5202, -1.3207], [-1.5805, 1.2045, -0.8804], [-0.4335, -0.5278, 0.3754], [1.6471, -0.2870, 1.2106], [-0.1248, -0.6282, -0.5533], [0.2198, 0.2151, 0.5526], [-1.1886, 2.4787, 0.0366], [-0.2005, -0.0222, -0.0734], [0.3932, -0.0329, -0.4521], [-0.1129, -1.0889, 0.0600], [-0.0100, 0.3200, 0.3574], [-0.5823, -1.0052, -0.5096], [-0.1646, 0.8639, -0.7938], [0.1153, -0.1870, 0.4148], [0.2602, 0.1114, 0.3894], [0.1278, 0.6285, -0.1066], [-0.6160, -0.7049, 1.4188], [0.2782, 0.0122, -0.2331], [-1.2428, 0.7843, 0.1391], [0.3045, -0.4114, -0.0092], [-0.1550, 0.0907, -0.4089], [0.3886, 0.0985, 0.0043], [0.0550, -0.5623, 0.1649], [-0.5237, -0.5664, -0.1846], [-0.1026, -0.7972, -0.4655], [0.3095, -0.9339, 0.8611], [0.1997, -0.3420, 0.0226], [-1.0307, -0.7129, 0.2062], [-0.7431, -0.4192, 1.3111], [0.5771, -0.0182, 0.1416], [0.3435, -0.8141, 0.0630], [0.3662, 0.9198, -0.1923], [-0.8166, -0.8992, -0.3687], [0.1234, 0.1388, 0.0464], [0.0870, -0.4203, -0.0740], [0.6089, -1.3969, -1.0093], [-0.0800, -1.2027, 0.3583], [-0.1660, -0.3644, -0.5108], [1.2527, 0.2125, 1.3610], [-0.6338, -0.3113, -0.1719], [0.3490, 0.5283, 0.5902], [0.8851, 0.4331, 0.0185], [-0.7452, 0.9701, -0.3884], [-0.6067, 0.5402, 0.1144], [-0.3367, -0.3910, -0.0724], [-0.1704, 0.4230, 0.1918], [-0.9417, -0.7361, -0.6576], [-0.1669, -0.8551, -0.4696]], "lowdin_charge": [0.87, 0.67, 0.77, 0.81, -0.05, -0.11, -0.09, -0.26, -0.23, 0.20, 0.17, 0.02, -0.01, -0.54, 0.17, 0.02, 0.05, -0.04, -0.06, -0.23, -0.08, 0.01, -0.03, -0.25, -0.05, -0.05, -0.26, -0.70, -0.06, -0.06, -0.11, -0.65, -0.67, -0.24, -0.03, -0.05, -0.05, -0.53, -0.05, -0.06, -0.53, 0.04, -0.10, -0.54, -0.25, -0.66, -0.07, -0.07, -0.15, -0.25, -0.46, 0.07, 0.05, 0.13, 0.09, 0.08, 0.08, 0.10, 0.09, 0.09, 0.09, 0.07, 0.07, 0.11, 0.06, 0.08, 0.09, 0.08, 0.11, 0.08, 0.12, 0.08, 0.11, 0.08, 0.09, 0.10, 0.08, 0.07, 0.13, 0.04, 0.07, 0.08, 0.12, 0.13, 0.07, 0.10, 0.05, 0.07, 0.09, 0.09, 0.09, 0.12, 0.09, 0.10, 0.09], "charge": -1, "e_homo_ev": -4.7022, "orbital_gap_ev": 5.9}

The records above give, respectively, strongest force on any atom values of 0.0174 0.0731 hartree/bohr.
The records above give, respectively, relative energy (zero: lowest compared OMol25 entry of this formula, charge and spin) values of 0.0 0.0 kJ/mol.
The records above give, respectively, lowest unoccupied orbital energy values of 0.1254 0.0450 hartree.